ORCA calculation (the ωB97M-V functional and the def2-TZVPD basis) on a 7-piece molecular cluster, C38H55N2O18Si overall.

Its gap between HOMO and LUMO is 5.5 eV. The energy above the lowest of the compared OMol25 structures with the same formula, charge and spin comes out at 0.000 eV. The charge is +1. Its HOMO energy is -10.60 eV. As for the LUMO energy: -5.115 eV.

Each line ends with the Mulliken charge.
CARTESIAN COORDINATES (ANGSTROEM)
C 0.0318 -1.0388 -0.2713  -0.71
Si -0.9356 0.0485 -1.5476  0.12
C -1.8531 1.3849 -0.4854  -0.55
C -2.1848 -1.0003 -2.6068  -0.65
C -3.0743 -2.0179 -1.7210  0.00
C -4.6175 -1.7924 -2.1887  -1.15
C -5.2415 -0.7115 -1.1470  0.34
C -6.4244 0.1637 -1.8033  -0.80
C -5.9747 1.7060 -1.7536  0.17
C -7.1738 2.7255 -1.3672  -0.74
C -6.5546 4.0764 -0.7623  -0.76
N -5.4525 4.6681 -1.6348  0.89
C -5.8270 4.8676 -2.9983  0.15
C -4.7412 5.4740 -3.9633  -0.44
C -3.3506 5.8145 -3.3098  -0.20
C -3.2675 5.4674 -1.7695  -0.22
N -4.3220 4.9312 -0.9998  -0.86
C 0.2607 0.8531 -2.8505  0.53
C -0.4280 1.9012 -3.8042  -0.26
C 0.4471 2.5571 -4.9002  -0.68
C 1.9403 2.1642 -5.0263  -0.29
C 2.6279 1.1481 -4.0669  -0.44
C 1.7726 0.4702 -2.9567  -0.39
H -0.2305 -0.7642 0.8173  0.06
H 1.1512 -0.8223 -0.3903  0.45
H -0.2004 -2.1525 -0.3833  0.06
H -1.1470 2.0038 0.1667  0.43
H -2.6081 0.8926 0.2429  0.26
H -2.4340 2.1122 -1.1605  -0.18
H -2.7903 -0.2652 -3.2395  0.29
H -1.5248 -1.6023 -3.3432  0.34
H -2.8088 -3.0822 -2.0813  0.05
H -2.9173 -1.8828 -0.6015  0.29
H -5.1933 -2.7845 -2.0824  0.32
H -4.7146 -1.4631 -3.2767  0.46
H -5.6500 -1.2565 -0.2308  0.33
H -4.3378 -0.0777 -0.8014  -0.52
H -6.5389 -0.1739 -2.9036  0.32
H -7.4419 -0.0478 -1.3140  0.40
H -5.6126 1.9872 -2.7998  0.16
H -5.1179 1.9086 -1.0025  0.04
H -7.8834 2.9532 -2.2304  0.24
H -7.8083 2.2382 -0.5377  0.42
H -6.1448 3.8851 0.2832  0.37
H -7.3907 4.8591 -0.7349  0.36
H -6.8614 4.6083 -3.4038  0.33
H -4.9262 5.6618 -5.0691  0.38
H -2.4912 6.2745 -3.8960  0.39
H -2.2608 5.7156 -1.2714  0.35
H -1.5420 2.1446 -3.6650  0.18
H -0.0559 3.2896 -5.6125  0.23
H 2.5269 2.6626 -5.8821  0.38
H 3.7369 0.8599 -4.1825  0.53
H 2.2241 -0.3011 -2.2546  0.22
C 7.4644 3.1097 -2.5566  -0.31
C 6.8883 2.2205 -1.4973  -0.30
O 5.8900 1.4923 -2.1997  -0.29
C 6.2380 1.5024 -3.5144  0.68
O 5.7035 0.8399 -4.3606  -0.61
O 7.2686 2.3574 -3.7466  -0.31
H 8.5236 3.3163 -2.3974  0.29
H 6.9269 4.0582 -2.6456  0.26
H 7.6230 1.5166 -1.0960  0.28
H 6.4505 2.7841 -0.6723  0.28
C -0.8406 -2.6172 3.3541  0.36
C 0.6294 -2.8954 3.2918  -0.18
O 0.9719 -3.1144 4.6541  -0.36
C -0.1641 -3.5025 5.2955  0.60
O -0.1956 -3.9264 6.4165  -0.55
O -1.2568 -3.3485 4.5012  -0.35
H -1.3678 -2.9595 2.4610  -0.17
H -1.0599 -1.5563 3.5126  0.29
H 0.8607 -3.7986 2.7190  0.25
H 1.1952 -2.0591 2.8783  0.25
C 2.5901 -3.5022 9.8373  -0.31
C 1.9034 -2.7347 8.7504  -0.11
O 1.4878 -1.5454 9.4099  -0.32
C 2.3044 -1.3779 10.4847  0.66
O 2.3380 -0.3887 11.1612  -0.56
O 3.0805 -2.4773 10.6929  -0.31
H 3.4080 -4.1180 9.4602  0.31
H 1.9007 -4.1353 10.4035  0.26
H 2.5814 -2.4679 7.9344  0.23
H 1.0471 -3.2709 8.3384  0.17
C -1.5824 -6.5029 -1.1217  -0.42
C -0.8851 -6.8815 0.1489  -0.37
O -0.6606 -5.6254 0.7763  -0.27
C -1.5842 -4.7599 0.2815  0.58
O -1.7826 -3.6593 0.7205  -0.52
O -2.2537 -5.2989 -0.7710  -0.28
H -2.2928 -7.2626 -1.4503  0.30
H -0.8839 -6.2934 -1.9369  0.27
H -1.5099 -7.4967 0.8027  0.29
H 0.0573 -7.4006 -0.0311  0.31
C 6.2043 -1.3819 10.5796  -0.28
C 7.6713 -1.1884 10.8128  -0.32
O 8.2444 -2.3468 10.2212  -0.32
C 7.3592 -2.8027 9.2922  0.61
O 7.5990 -3.6641 8.4954  -0.54
O 6.1668 -2.1523 9.3856  -0.28
H 5.6750 -0.4369 10.4484  0.34
H 5.7241 -1.9493 11.3815  0.23
H 8.0628 -0.3013 10.3059  0.25
H 7.9208 -1.1290 11.8732  0.30
C 2.5095 2.9258 -9.1244  -0.40
C 1.1118 2.6795 -8.6426  0.24
O 0.3155 3.3489 -9.6095  -0.35
C 1.0557 3.4307 -10.7506  0.59
O 0.6269 3.7868 -11.8090  -0.51
O 2.3455 3.0536 -10.5298  -0.34
H 3.1846 2.1028 -8.8851  0.32
H 2.9304 3.8563 -8.7313  0.31
H 0.8501 1.6173 -8.6431  0.28
H 0.9365 3.0868 -7.6463  -0.22